Entry 1:
This record from the Open Molecules 2025 dataset describes C28H56AlClFO9 as an isolated structure. The level of theory is ωB97M-V/def2-TZVPD.

```
96
Properties=species:S:1:pos:R:3:forces:R:3:lowdin_charge:R:1
C -5.448133 4.876791 2.168593 -0.074 -0.193 0.319 -0.06
C -5.848194 3.481664 1.780197 -0.065 -0.137 -0.181 -0.28
C -7.188431 3.094420 1.789511 0.503 -0.406 -0.155 -0.08
C -7.518439 1.780593 1.455494 0.060 0.306 0.083 -0.10
C -6.532345 0.860234 1.126207 0.048 0.567 0.244 -0.06
C -5.180063 1.228232 1.126636 0.194 -0.130 -0.213 -0.28
C -4.116514 0.212453 0.769246 0.064 0.438 0.579 -0.18
Al -2.385578 0.342608 1.864970 -0.142 0.042 0.074 0.44
C -2.141257 -1.509321 2.778720 0.457 -0.059 0.008 -0.23
C -2.709731 -1.384307 4.094018 0.208 -0.068 -0.781 -0.96
O -3.855897 -1.414504 4.374378 -1.090 -0.030 0.750 0.01
Cl -1.499145 -1.107754 5.415060 0.370 0.124 0.407 0.53
C -0.779665 0.862684 0.705444 -0.497 0.112 0.063 -0.37
C -1.203175 1.565436 -0.583072 0.172 -0.193 0.514 -0.12
F -0.001334 1.822823 1.445674 -0.111 -0.057 0.102 -0.18
C -4.861842 2.552411 1.445594 -0.733 -0.055 -0.038 -0.03
H -5.244313 4.906286 3.238479 0.057 0.059 0.144 0.08
H -4.536437 5.182183 1.668353 0.101 0.122 -0.170 0.07
H -6.242779 5.591728 1.977459 -0.064 0.142 -0.141 0.07
H -7.949192 3.810794 2.060907 -0.162 0.067 0.007 0.09
H -8.561660 1.495346 1.453641 -0.079 -0.136 -0.008 0.09
H -6.804888 -0.151420 0.872272 -0.019 -0.195 -0.042 0.10
H -4.554259 -0.768581 0.950850 0.036 -0.267 -0.161 0.04
H -3.905206 0.292033 -0.298135 0.080 -0.060 -0.170 0.05
H -2.480806 1.423610 3.053497 -0.034 0.016 -0.038 -0.01
H -2.762746 -2.219024 2.243316 -0.016 -0.087 -0.350 0.06
H -1.099143 -1.806657 2.809387 0.119 -0.009 -0.103 0.05
H -0.083288 0.053453 0.478141 0.220 -0.024 -0.095 0.07
H -0.538901 2.408613 -0.765505 0.301 -0.023 -0.286 0.06
H -2.201325 1.986320 -0.499519 -0.248 -0.005 -0.156 0.04
H -1.159813 0.840027 -1.392145 -0.171 0.123 -0.324 0.06
H -3.837019 2.884445 1.464340 0.280 -0.094 0.002 0.09
C -4.410181 -4.489533 -0.247612 0.001 0.081 0.059 -0.11
O -3.052756 -4.425139 0.148554 -0.024 -0.092 -0.141 -0.20
C -2.582254 -5.607488 0.768125 0.105 0.235 0.084 -0.21
C -1.754536 -6.444419 -0.181072 -0.072 -0.211 0.012 -0.20
O -2.527423 -6.952741 -1.259552 0.010 0.085 -0.021 -0.19
C -2.377207 -6.207903 -2.453118 -0.017 -0.025 0.011 -0.12
H -4.601843 -3.635375 -0.894847 0.022 0.035 0.036 0.09
H -4.629334 -5.409930 -0.795743 0.008 -0.015 0.005 0.08
H -5.068299 -4.420838 0.625106 -0.027 -0.033 -0.016 0.09
H -3.415411 -6.194569 1.166871 -0.013 -0.034 -0.027 0.13
H -1.950230 -5.304669 1.609185 -0.015 -0.026 0.017 0.13
H -1.350457 -7.303943 0.363558 0.007 0.022 0.002 0.12
H -0.912053 -5.856913 -0.558512 0.007 0.038 -0.006 0.12
H -1.401848 -6.406576 -2.912747 0.008 0.050 -0.006 0.09
H -2.479822 -5.135043 -2.274528 0.012 0.005 -0.001 0.08
H -3.159465 -6.526824 -3.140571 0.008 -0.041 0.008 0.09
C 2.357992 -1.839533 -5.327129 0.042 0.013 0.039 -0.11
O 2.970010 -1.118573 -4.275511 -0.228 -0.071 -0.037 -0.22
C 2.278855 0.077206 -3.926540 0.359 0.110 0.053 -0.20
C 1.479366 -0.059728 -2.654602 -0.307 -0.019 0.053 -0.20
O 0.398571 -0.968490 -2.803060 0.114 -0.088 -0.132 -0.19
C 0.643925 -2.239002 -2.229977 -0.058 0.043 0.059 -0.10
H 2.824148 -2.823345 -5.366107 0.030 0.016 0.006 0.09
H 1.285356 -1.961986 -5.160845 -0.019 0.006 0.012 0.09
H 2.520257 -1.335451 -6.286912 -0.058 -0.005 -0.014 0.09
H 1.644930 0.408419 -4.754179 -0.057 -0.045 0.010 0.13
H 3.041516 0.844481 -3.756408 -0.036 0.056 -0.046 0.12
H 1.049621 0.915482 -2.406243 0.049 0.012 0.027 0.12
H 2.129248 -0.358994 -1.826893 0.050 -0.001 -0.011 0.13
H 0.589662 -2.185378 -1.137571 0.037 -0.031 0.007 0.09
H 1.620123 -2.633976 -2.525076 0.017 0.007 -0.003 0.08
H -0.133609 -2.914511 -2.584860 -0.037 0.031 0.016 0.08
C 5.479980 1.769619 -0.963120 -0.062 0.017 -0.060 -0.10
O 5.048624 0.474327 -1.333082 0.133 -0.060 0.097 -0.20
C 5.575793 -0.017240 -2.557301 -0.338 0.010 0.197 -0.20
C 6.685472 -1.016447 -2.330560 0.197 0.090 -0.120 -0.20
O 7.835727 -0.418802 -1.746435 -0.064 -0.002 0.056 -0.19
C 7.932006 -0.637091 -0.351989 0.012 0.020 -0.022 -0.12
H 5.180927 1.926383 0.070138 -0.050 0.056 -0.007 0.07
H 6.564344 1.885969 -1.042931 0.021 -0.061 -0.046 0.09
H 4.988434 2.526611 -1.584173 0.056 0.056 0.017 0.09
H 5.924129 0.802878 -3.194449 0.054 0.036 0.047 0.13
H 4.744338 -0.512829 -3.059411 0.165 -0.114 -0.173 0.10
H 6.990433 -1.429828 -3.297143 -0.027 -0.011 0.006 0.12
H 6.324771 -1.841238 -1.708639 -0.027 0.001 0.028 0.13
H 8.226998 -1.671659 -0.141557 -0.038 -0.006 0.035 0.09
H 6.989442 -0.421164 0.156226 -0.004 -0.012 0.003 0.08
H 8.700807 0.031242 0.033366 0.025 -0.010 -0.032 0.09
C 2.789663 2.234910 1.597360 0.121 -0.075 -0.008 -0.11
O 3.207370 3.554700 1.271569 0.055 0.016 0.107 -0.20
C 2.122675 4.459390 1.138366 0.089 0.005 -0.151 -0.20
C 1.976933 5.342240 2.358453 -0.181 -0.025 0.069 -0.21
O 1.611462 4.605193 3.511081 0.109 0.012 0.008 -0.18
C 2.695172 4.321638 4.371284 -0.064 -0.016 -0.029 -0.12
H 3.673302 1.676553 1.906569 0.090 0.047 -0.020 0.08
H 2.060278 2.226695 2.408311 0.022 0.006 -0.094 0.08
H 2.352139 1.748266 0.720777 -0.047 -0.024 0.101 0.08
H 1.191012 3.919465 0.945369 0.010 -0.012 0.082 0.11
H 2.333384 5.097134 0.272458 -0.019 0.029 -0.007 0.12
H 1.180754 6.070617 2.172597 0.011 0.002 -0.020 0.12
H 2.906592 5.894420 2.534797 0.045 0.004 0.001 0.12
H 3.004736 5.222821 4.915048 0.057 0.002 -0.006 0.08
H 3.551227 3.919163 3.823746 0.011 0.007 -0.001 0.08
H 2.355742 3.577724 5.090081 -0.044 0.017 0.002 0.09
```
Forces are in eV/Å.

The value obtained for the largest force on an atom is 1.32 eV/Å. Its charge is -1. Its spin multiplicity is 1. The HOMO-LUMO gap is 7.5 eV.

Entry 2:
This record from the Open Molecules 2025 dataset describes C28H56BN2P2PdSTe as an isolated structure. The level of theory is ωB97M-V/def2-TZVPD.

```
92
Properties=species:S:1:pos:R:3:forces:R:3:lowdin_charge:R:1
Pd -0.077454 0.753884 -0.830004 0.608 -0.911 0.532 0.28
C 2.763975 2.693756 0.936687 0.109 -0.008 0.033 -0.09
C 3.639947 1.895515 -0.041603 -0.274 0.168 -0.343 -0.67
C 4.954750 1.523796 0.651882 -0.032 0.013 0.058 -0.07
C 3.967123 2.749531 -1.274071 0.137 -0.047 0.123 -0.11
P 2.549378 0.445067 -0.545904 -0.747 -0.217 0.830 1.13
C 2.574343 -0.518100 1.041719 0.302 -0.196 -0.168 -0.27
N 1.303565 -0.351017 1.665542 0.000 0.022 0.549 -0.03
B 0.094646 -0.018388 1.007529 -0.151 -0.294 -0.589 -0.66
N -0.962791 -0.239083 1.927951 -0.019 0.071 0.371 -0.01
C -2.368135 -0.268571 1.634338 0.015 -0.122 -0.015 -0.27
P -2.592085 -0.117279 -0.209602 0.390 1.081 0.631 1.17
C -3.444922 1.560469 -0.376688 -0.034 -0.166 -0.290 -0.69
C -2.612650 2.568074 0.424461 -0.126 -0.040 0.053 -0.10
C -4.898234 1.629984 0.088975 0.055 0.047 0.105 -0.08
C -3.375097 1.937993 -1.864771 -0.139 -0.042 0.111 -0.12
C -3.820080 -1.508308 -0.531918 0.404 -0.084 -0.582 -0.68
C -3.002040 -2.800422 -0.421063 -0.070 -0.023 -0.003 -0.13
C -5.001801 -1.580783 0.435919 0.041 -0.010 0.006 -0.07
C -4.323328 -1.392691 -1.977222 -0.061 -0.001 0.079 -0.09
C -0.398301 -0.687581 3.132981 -0.141 0.132 -0.164 -0.17
C -0.993034 -1.029221 4.333993 -0.070 -0.035 0.005 -0.01
C -0.169883 -1.451691 5.376366 -0.027 -0.010 -0.052 -0.08
C 1.208964 -1.526264 5.214536 0.016 -0.011 -0.012 -0.09
C 1.810005 -1.180396 4.006082 0.071 0.014 -0.026 -0.02
C 0.994752 -0.758561 2.970963 0.039 0.025 -0.183 -0.18
C 3.330684 -0.673745 -1.818670 -0.349 0.272 -0.370 -0.69
C 2.526889 -1.982269 -1.794899 0.109 -0.032 -0.047 -0.12
C 4.815744 -0.961364 -1.623355 -0.010 -0.039 -0.017 -0.07
C 3.091740 -0.004022 -3.186962 0.092 -0.035 0.063 -0.10
H 3.229104 3.660293 1.150245 0.023 -0.063 -0.002 0.10
H 2.634972 2.163038 1.882860 -0.020 0.013 -0.028 0.09
H 1.771016 2.872815 0.524643 -0.012 0.053 0.001 0.03
H 5.528009 2.443724 0.795221 -0.020 -0.020 0.011 0.10
H 5.565911 0.844769 0.065427 0.040 0.020 0.000 0.06
H 4.802854 1.088061 1.639234 0.038 0.047 -0.036 0.07
H 4.401509 3.699881 -0.952390 0.007 -0.039 0.013 0.09
H 3.090218 2.971504 -1.876687 0.042 0.031 -0.030 -0.02
H 4.699572 2.251595 -1.911238 0.003 0.031 -0.006 0.08
H 3.374124 -0.167306 1.690494 0.038 -0.022 -0.015 0.08
H 2.756047 -1.574264 0.820510 0.044 -0.028 0.010 0.09
H -2.915048 0.530552 2.139425 -0.056 -0.035 0.066 0.09
H -2.775779 -1.219273 1.980545 -0.074 -0.023 -0.045 0.09
H -2.810011 2.507126 1.496057 0.021 0.009 -0.037 0.09
H -2.866528 3.580628 0.099124 0.005 -0.026 0.014 0.09
H -1.540237 2.419902 0.270652 0.094 0.048 -0.018 0.03
H -5.025407 1.254572 1.106860 -0.022 0.028 -0.030 0.08
H -5.562874 1.081478 -0.576226 -0.015 0.005 0.015 0.07
H -5.219858 2.675748 0.081134 0.007 -0.036 -0.004 0.10
H -2.345646 1.919219 -2.212204 0.008 -0.007 -0.013 -0.01
H -3.778061 2.945212 -2.009434 -0.021 -0.035 0.035 0.09
H -3.950162 1.255233 -2.490373 -0.025 0.046 0.011 0.07
H -2.630948 -2.975532 0.588750 0.005 0.008 -0.037 0.06
H -2.140639 -2.778182 -1.089742 -0.007 -0.029 0.000 0.06
H -3.633433 -3.648523 -0.703275 -0.001 0.059 0.021 0.10
H -4.696866 -1.564082 1.482640 -0.042 -0.039 -0.032 0.08
H -5.514553 -2.530656 0.260423 0.028 0.014 0.018 0.10
H -5.724362 -0.789492 0.276013 -0.045 0.031 0.004 0.06
H -3.496634 -1.279933 -2.682178 -0.013 -0.001 -0.010 0.09
H -5.010772 -0.556791 -2.104680 0.008 -0.002 -0.017 0.07
H -4.863939 -2.304823 -2.240572 -0.002 0.012 0.008 0.09
H -2.068145 -0.971164 4.463070 0.062 0.004 0.003 0.11
H -0.611855 -1.724229 6.326067 0.009 0.006 -0.033 0.11
H 1.825957 -1.858601 6.040067 -0.021 0.017 -0.042 0.11
H 2.885088 -1.243917 3.882475 -0.044 -0.010 0.011 0.11
H 2.872271 -2.664124 -1.017559 -0.064 0.052 0.015 0.07
H 2.640696 -2.489589 -2.757240 0.043 0.036 0.045 0.10
H 1.463075 -1.799316 -1.632710 -0.043 -0.012 -0.032 0.04
H 5.029666 -1.374409 -0.634719 -0.002 0.012 -0.035 0.09
H 5.428016 -0.073287 -1.777164 -0.002 -0.019 -0.007 0.07
H 5.123770 -1.701298 -2.368287 -0.008 0.012 0.049 0.10
H 2.039200 0.257832 -3.316195 -0.006 -0.049 -0.032 0.04
H 3.364006 -0.701028 -3.983313 0.023 0.021 0.034 0.09
H 3.687184 0.898876 -3.316137 -0.026 0.023 -0.001 0.07
C 0.213519 -4.684757 -0.679889 -0.005 0.116 0.104 -0.38
S 0.244279 -3.300495 0.477869 0.157 -0.158 0.289 0.77
C 0.633286 -4.205303 1.994833 -0.044 0.022 -0.126 -0.36
H -0.531345 -5.416506 -0.367398 0.016 -0.016 -0.066 0.04
H 1.194734 -5.154908 -0.739425 -0.031 -0.028 -0.042 0.04
H -0.058137 -4.289206 -1.658635 0.023 -0.054 0.010 0.03
H 1.620479 -4.661952 1.925434 -0.016 -0.003 0.045 0.04
H -0.117627 -4.974797 2.173870 0.024 0.015 0.040 0.04
H 0.620056 -3.487243 2.814137 0.006 -0.049 -0.001 0.02
C 0.055981 4.466175 -1.038320 0.045 0.002 0.006 -0.39
Te 0.441825 2.869640 -2.407335 -0.354 0.494 -0.717 1.27
C -1.042379 3.564846 -3.776778 0.102 0.049 -0.080 -0.42
H 0.760340 5.273037 -1.224537 -0.023 -0.031 0.006 0.01
H 0.150145 4.113855 -0.015317 -0.032 0.025 -0.024 -0.01
H -0.961093 4.808390 -1.218931 0.027 -0.038 0.027 0.01
H -1.964995 3.767494 -3.242323 0.020 -0.006 -0.031 -0.02
H -1.207113 2.799944 -4.533583 0.000 0.017 0.042 0.01
H -0.669131 4.471240 -4.246472 -0.010 -0.024 -0.015 0.01
```
Forces are in eV/Å.

The value obtained for the largest force on an atom is 1.31 eV/Å. Its charge is +1. Its spin multiplicity is 1. The HOMO-LUMO gap is 7.5 eV. For the energy above the lowest of the compared OMol25 structures with the same formula, charge and spin, the calculation gives 48.03 kJ/mol.

- Which formula does entry 2 have?
  C28H56BN2P2PdSTe

- What is the formula in the first record?
  C28H56AlClFO9

- Among the records above, which one has the highest charge?
  C28H56BN2P2PdSTe

- Among the records above, which one has the highest charge?
  C28H56BN2P2PdSTe